1.
{
  "formula": "C3H7CuO2",
  "method": "ωB97M-V with the def2-TZVPD basis set",
  "charge": 1,
  "s_squared": 0.754,
  "homo_lumo_gap_ha": [0.4043, 0.3157],
  "spin_multiplicity": 2,
  "homo_ev": [-15.367, -15.497],
  "mol_weight_g_mol": 138.63,
  "total_energy_ev": -51949.143,
  "e_lumo_ha": [-0.1604, -0.2538],
  "symbols": ["O", "C", "C", "O", "C", "Cu", "H", "H", "H", "H", "H", "H", "H"],
  "coordinates": [[1.7428, -0.0346, -0.1522], [1.1791, -1.1072, 0.0087], [-0.3066, -1.1971, 0.0362], [-0.8305, 0.1037, -0.0850], [-2.2599, 0.1752, -0.0708], [0.4692, 1.5126, -0.2079], [1.7536, -2.0435, 0.0918], [-0.6157, -1.6741, 0.9834], [-0.6409, -1.8494, -0.7897], [-2.6373, -0.2079, 0.8859], [-2.5322, 1.2285, -0.1870], [-2.6649, -0.4119, -0.9047], [0.5290, 3.0992, 0.1211]]
}

2.
{
  "formula": "C4H13NS",
  "method": "ωB97M-V with the def2-TZVPD basis set",
  "homo_lumo_gap_ha": 0.3489,
  "homo_ev": -8.534,
  "mol_weight_g_mol": 107.22,
  "total_energy_ev": -16682.968,
  "e_lumo_ha": 0.0353,
  "symbols": ["C", "C", "N", "H", "H", "H", "H", "H", "H", "H", "C", "S", "C", "H", "H", "H", "H", "H", "H"],
  "coordinates": [[-3.9386, 0.3497, -0.8937], [-2.9097, 0.3154, 0.2942], [-1.5040, 0.2530, -0.1940], [-3.6160, -0.4514, -1.5580], [-4.9550, 0.2028, -0.4570], [-4.0480, 1.2308, -1.4318], [-2.9344, 1.1157, 1.0064], [-3.0187, -0.6352, 0.7727], [-1.1658, 1.0688, -0.7096], [-0.7848, 0.0045, 0.5574], [2.2977, -0.1904, -0.8616], [2.8885, 0.7039, 0.6150], [4.0291, -0.4995, 1.4320], [3.1601, -0.7234, -1.3481], [1.8474, 0.4862, -1.5573], [1.5827, -0.9404, -0.4985], [4.9709, 0.0557, 1.8477], [3.7711, -1.0883, 2.3733], [4.3276, -1.2580, 0.6108]]
}

Repeat the second record exactly.
{
  "formula": "C4H13NS",
  "method": "ωB97M-V with the def2-TZVPD basis set",
  "homo_lumo_gap_ha": 0.3489,
  "homo_ev": -8.534,
  "mol_weight_g_mol": 107.22,
  "total_energy_ev": -16682.968,
  "e_lumo_ha": 0.0353,
  "symbols": ["C", "C", "N", "H", "H", "H", "H", "H", "H", "H", "C", "S", "C", "H", "H", "H", "H", "H", "H"],
  "coordinates": [[-3.9386, 0.3497, -0.8937], [-2.9097, 0.3154, 0.2942], [-1.5040, 0.2530, -0.1940], [-3.6160, -0.4514, -1.5580], [-4.9550, 0.2028, -0.4570], [-4.0480, 1.2308, -1.4318], [-2.9344, 1.1157, 1.0064], [-3.0187, -0.6352, 0.7727], [-1.1658, 1.0688, -0.7096], [-0.7848, 0.0045, 0.5574], [2.2977, -0.1904, -0.8616], [2.8885, 0.7039, 0.6150], [4.0291, -0.4995, 1.4320], [3.1601, -0.7234, -1.3481], [1.8474, 0.4862, -1.5573], [1.5827, -0.9404, -0.4985], [4.9709, 0.0557, 1.8477], [3.7711, -1.0883, 2.3733], [4.3276, -1.2580, 0.6108]]
}